Computed, not measured: C26H49GeN8O3STi as an isolated structure, with the ωB97M-V functional and the def2-TZVPD basis.

Structure (XYZ):
```
89
Properties=species:S:1:pos:R:3:lowdin_spin:R:1
H 4.343 2.343 -0.276 0.000
N -0.211 0.636 -2.177 0.005
O -1.957 -1.377 -0.214 0.012
H -5.347 -1.635 0.118 0.000
H -1.480 1.096 -6.579 0.000
H -1.208 -1.668 -1.802 0.001
H 0.119 -4.449 1.347 0.000
C -2.573 1.359 2.771 0.000
H 1.192 6.172 -1.381 0.000
Ge -1.680 -1.202 1.636 -0.001
H -2.310 2.709 0.372 0.000
N -0.870 -1.519 -2.761 0.002
C 3.169 -1.424 0.667 0.003
C 0.266 -2.804 2.756 0.001
O -0.759 0.723 1.181 -0.012
H 2.079 5.263 0.782 0.000
C -4.332 -1.604 0.514 0.000
H -0.052 -1.358 4.350 0.000
H 4.372 0.495 1.717 0.000
C 2.320 -2.365 -0.155 0.001
C -3.625 0.161 -1.099 0.000
N 2.482 -0.142 1.019 0.003
N 1.533 -1.626 -1.163 0.000
H 1.859 -3.632 3.928 0.000
H 0.009 1.185 3.649 0.000
H -3.199 -3.232 -1.534 0.000
H -0.848 3.589 0.841 0.000
N -1.172 1.773 -5.901 0.000
H -4.726 -2.415 -1.848 0.000
H -3.307 -1.905 -2.723 0.000
C -0.161 1.919 -2.609 0.001
H 3.168 1.745 1.647 0.000
C 4.095 1.283 -0.270 0.000
C 0.476 4.244 -2.005 0.000
H -0.221 -4.900 3.023 0.000
H -1.305 -2.080 -3.479 0.000
N -1.000 0.096 -4.359 0.000
C 1.587 4.625 0.061 0.000
H -2.966 2.221 3.311 0.000
C -3.651 -2.263 -1.756 0.000
N -0.489 2.344 -3.791 0.000
H -2.398 0.575 3.505 0.000
H 1.733 2.891 1.290 0.001
C -0.391 -2.359 4.068 0.000
H -3.440 0.876 -0.295 0.000
H -0.100 -3.046 4.863 0.000
H -4.113 -2.586 0.940 0.000
C -0.706 -0.234 -3.114 0.003
C 3.470 -0.565 -2.381 0.000
H -3.346 1.036 2.072 0.000
C 2.263 -1.487 -2.449 0.000
C 0.376 2.909 -1.655 0.002
C 1.749 -2.997 3.049 0.000
N 0.822 2.420 -0.491 0.004
H 0.744 -2.222 -1.391 0.001
H 2.968 -3.107 -0.633 0.000
H 3.515 -1.919 1.573 0.000
H -1.104 2.745 -6.151 0.000
H 4.303 -0.980 -1.822 0.000
H 2.228 -2.043 3.289 0.000
H 0.085 4.561 -2.959 0.000
C 3.546 0.880 1.113 0.002
H -0.641 2.816 3.832 0.000
H -1.422 -4.003 2.096 0.000
H -2.988 0.417 -1.946 0.000
H 4.065 -1.162 0.115 0.000
H 2.583 -2.473 -2.797 0.000
H 1.613 -2.886 0.472 0.000
C -1.295 1.802 2.052 -0.001
C -1.686 3.015 1.213 0.000
H 0.666 2.526 2.694 0.000
H 2.085 -0.270 1.951 0.000
C -0.882 1.388 -4.669 0.000
C -0.245 2.101 3.110 0.000
H -2.276 3.689 1.834 0.000
H 5.018 0.759 -0.510 0.000
H 1.572 -1.103 -3.193 0.000
C -3.370 -1.265 -0.629 0.001
H 3.829 -0.380 -3.393 0.000
O 0.097 -1.790 1.699 0.006
H -1.479 -2.362 4.029 0.000
H 2.280 -3.489 2.239 0.000
Ti 0.523 0.228 -0.151 0.970
S 2.954 1.018 -1.662 -0.006
H -4.663 0.269 -1.417 0.000
C -0.348 -4.115 2.275 0.000
C 1.094 5.124 -1.133 0.001
H -4.328 -0.865 1.316 0.000
C 1.416 3.283 0.340 0.003
```

Properties
Spin multiplicity: 2
LUMO level (alpha / beta) in eV: -6.09 / -6.03
Orbital gap (alpha / beta) in eV: 7.247 / 7.308
Net charge: +2
Expectation value of S²: 0.75
Energy relative to the best compared isomer or geometry (same formula, charge and spin) in kJ/mol: 92.5



Computed, not measured: a 3-piece molecular cluster, C26H49N3O7S2 overall, with the ωB97M-V functional and the def2-TZVPD basis.

Structure (XYZ):
```
87
Properties=species:S:1:pos:R:3:mulliken_charge:R:1
C 4.957 -2.271 -0.685 -0.938
H 1.540 -1.798 -1.843 0.666
H -4.766 7.264 4.016 0.283
H -4.950 4.762 5.356 0.296
H 4.231 3.140 -4.771 0.405
C -4.363 4.086 4.724 -0.367
H 4.972 -1.816 -1.671 0.230
C -0.307 -5.462 0.025 0.396
H 0.356 -1.022 -2.850 0.376
C -3.403 -1.808 3.326 0.294
C 0.584 -1.287 -1.819 -1.229
O -1.245 -5.002 0.881 -0.505
H 7.929 2.180 -5.237 0.270
H 3.970 1.405 -4.515 0.279
C -2.821 -3.620 -0.262 -2.434
H -4.545 -2.536 0.463 0.937
H 7.454 -0.568 -3.959 0.314
H 0.468 0.875 -1.694 0.479
H -4.978 4.820 2.175 0.075
H 0.898 -2.116 1.516 0.047
H -5.708 2.420 4.945 0.417
H -2.723 -3.786 3.553 0.517
C 1.919 0.313 -0.226 -0.897
H -5.823 7.129 2.601 0.407
C -0.305 -3.230 -0.278 0.614
S 1.261 -3.069 0.653 -0.154
H -3.608 3.634 5.367 0.336
C 8.255 1.238 -4.794 -1.097
O -3.635 4.817 3.753 -0.435
C -1.605 -2.879 1.903 -1.637
H -5.901 1.871 0.501 0.551
H 3.326 1.136 -1.602 0.044
H 4.132 0.764 0.809 0.349
O -0.093 -4.516 -0.933 -0.479
H -6.053 3.413 3.533 0.264
H 4.146 -2.991 -0.639 0.116
O -4.534 -1.442 3.198 -0.493
C 3.222 0.220 -1.019 0.071
H -3.413 -4.474 0.053 0.490
H 8.841 0.705 -5.543 0.396
H 5.782 -1.126 0.917 0.432
H 5.211 2.461 -2.621 0.319
C -2.887 -3.101 2.722 -0.967
C -4.409 5.520 2.799 -0.069
C -5.930 1.123 -0.268 -0.138
C -5.332 6.568 3.396 -1.084
H 3.240 -0.606 -1.722 0.264
C -5.283 -0.561 -1.365 0.553
H -4.670 2.318 3.516 0.259
H 5.204 1.961 -5.646 0.338
S -4.249 -1.884 -1.820 -0.206
C -1.545 -3.618 0.579 2.554
H -2.090 -0.272 3.502 0.287
C -0.555 -2.217 -1.400 -0.804
C -3.682 -2.353 -0.168 -0.991
H -0.191 0.037 -0.318 0.362
C 4.815 -1.213 0.422 -0.334
H 1.981 -0.302 0.669 0.265
H 6.433 0.146 -5.194 0.329
O -4.881 0.251 -0.353 -0.161
H -2.551 -3.824 -1.294 0.891
H 6.487 2.967 -3.713 0.365
C 4.726 2.172 -4.688 -1.180
H -1.428 -1.606 -1.185 -0.056
H 4.125 -1.541 1.198 0.269
H -3.135 -1.527 0.277 0.463
H -1.436 -1.818 1.724 0.414
O 6.332 0.943 -3.284 -0.331
N -6.859 0.887 -1.148 -0.376
C -5.249 2.998 4.143 -0.993
C 4.425 0.184 -0.069 -0.905
H 5.897 -2.807 -0.581 0.361
H -3.698 -3.500 2.127 0.279
H -1.701 -1.603 4.367 0.322
H -0.822 -2.820 -2.263 0.523
H 5.286 0.698 -0.490 0.267
H 1.855 1.341 0.136 0.382
N -6.436 -0.235 -1.865 -0.384
C 7.084 0.382 -4.345 -0.357
H -3.683 6.004 2.145 0.350
H -6.110 6.122 4.017 0.267
C 0.645 0.039 -1.021 -0.746
H 8.903 1.473 -3.948 0.300
O 0.204 -6.511 0.089 -0.524
C 5.728 2.195 -3.545 -0.325
H -0.760 -3.225 2.487 0.843
N -2.475 -1.018 4.070 -0.578
```

Properties
Spin multiplicity: 1
LUMO level in eV: -0.07
Orbital gap in eV: 9.400
Net charge: 0
SMILES: CCCCCCCC[C@]1(S)OC(=O)O[C@@]1(CCSc1nnco1)CCC(N)=O.CCOCC.CCOCC
Energy relative to the best compared isomer or geometry (same formula, charge and spin) in kJ/mol: 23.6



Computed, not measured: a 3-piece molecular cluster, C26H49N8O3S overall, with the ωB97M-V functional and the def2-TZVPD basis.

Structure (XYZ):
```
87
Properties=species:S:1:pos:R:3:lowdin_spin:R:1
H -1.730 2.098 -2.087 0.000
H -3.193 7.746 -5.469 0.000
H 0.453 -7.301 4.883 0.001
H -0.535 5.490 -7.596 -0.001
H -2.484 2.886 -0.706 0.000
H 1.346 -8.270 3.698 0.000
H -2.322 4.374 -6.414 0.003
O 0.186 -4.571 2.177 0.556
H 2.317 -8.287 1.735 0.000
H 0.047 -1.867 3.987 0.000
H 2.904 -5.293 1.942 0.003
H -0.549 2.397 4.676 0.000
H -0.023 7.128 -7.161 0.000
H 6.337 2.132 2.947 0.000
C -1.151 5.462 -3.433 0.024
H -0.676 -8.183 3.079 0.001
H -0.956 7.457 -2.549 0.001
S 1.727 1.713 5.180 0.000
N 0.481 2.068 -0.133 0.000
C 2.652 -6.252 2.411 0.014
H 0.764 5.552 -2.359 0.000
H 0.927 -4.776 5.053 0.000
C -0.873 1.584 -0.297 0.000
H -0.044 -8.948 1.619 0.000
C -2.695 5.292 -5.942 0.014
C 0.384 -0.896 3.471 0.000
H -2.618 7.078 -3.031 0.000
C 1.768 -4.943 4.370 -0.001
C -1.539 6.310 -5.802 0.024
H -2.178 -6.024 1.181 0.000
H -1.944 6.356 -1.598 0.000
H -1.889 -0.194 0.527 0.000
N 0.118 0.087 1.081 0.000
C -1.282 -6.221 0.587 -0.001
H 1.457 -0.730 3.796 0.000
N -0.570 5.926 -4.731 0.325
C -2.289 4.437 -3.625 0.012
C 1.106 -6.934 0.563 0.016
H -2.773 4.226 -2.664 0.001
N -1.039 0.389 0.463 0.000
N -1.786 2.237 -1.075 0.000
C -1.700 6.659 -2.621 0.001
H -3.907 5.760 -4.215 0.000
H 1.121 -1.753 1.556 0.000
H 2.641 -5.194 4.978 0.000
H 3.541 -6.553 2.975 0.001
H 2.208 -7.404 4.936 0.000
C -3.343 4.912 -4.617 0.001
C 3.191 1.511 4.093 0.000
H -1.678 -8.300 1.690 0.000
C 5.285 1.737 3.118 0.000
C 0.222 -1.148 1.907 0.000
C -0.876 6.447 -7.196 -0.001
N 4.645 0.660 2.442 0.000
H -3.462 5.685 -6.619 0.001
H -0.486 4.639 -1.511 0.000
H -1.807 8.451 -6.293 0.000
C -0.072 4.857 -2.499 -0.001
H -4.075 4.116 -4.783 0.001
H -1.541 -6.963 -0.173 0.000
H -1.717 8.175 -4.600 0.001
H 0.344 2.181 3.105 0.000
H 1.287 -6.017 -0.012 0.003
H -1.021 -5.307 0.047 -0.001
C -0.645 -8.114 1.993 0.001
H 2.138 1.120 1.061 0.000
C 1.454 -6.078 3.365 0.026
H -1.881 3.479 -3.974 0.003
H 0.904 -7.716 -0.178 0.001
H 2.000 -3.996 3.877 -0.001
H -0.714 -0.007 5.176 0.000
H 3.227 -7.297 0.619 0.001
C -2.100 7.736 -5.520 0.001
C -0.125 -6.739 1.479 0.026
C 2.385 -7.278 1.317 0.001
H -1.591 6.846 -7.922 0.000
O 4.421 2.246 4.109 0.000
C 0.195 1.712 4.129 0.000
H -0.748 -1.735 1.731 0.000
C -0.530 0.269 4.074 0.000
O 0.200 4.925 -5.213 0.591
H 0.331 3.913 -2.875 -0.001
N 0.166 -5.840 2.637 0.353
N 3.448 0.590 3.053 0.000
C 1.058 1.088 0.730 0.000
H -1.577 0.327 3.609 0.000
C 1.351 -7.337 4.260 0.001
```

Properties
Spin multiplicity: 3
LUMO level (alpha / beta) in eV: -3.33 / -3.33
Orbital gap (alpha / beta) in eV: 7.344 / 7.981
Net charge: +1
Expectation value of S²: 2.01



Computed, not measured: a 4-piece molecular cluster, C26H50BFN4O7P2S2 overall, with the ωB97M-V functional and the def2-TZVPD basis.

Structure (XYZ):
```
93
Properties=species:S:1:pos:R:3:mulliken_charge:R:1
C -7.000 -2.663 -5.224 -1.110
C 3.816 -1.133 3.274 -0.312
O -1.180 5.025 0.081 -0.494
H -3.088 -5.078 -7.672 0.246
H 5.929 -3.412 5.691 0.434
H 2.690 4.213 4.297 0.591
N -1.438 2.062 -0.845 -0.360
H -7.028 -3.612 -4.683 0.349
H 4.569 -3.781 4.591 0.256
H 7.426 -2.571 -0.720 0.306
S 4.140 1.636 4.656 -0.133
C 0.938 3.837 3.093 -1.213
H -7.981 -2.484 -5.667 0.352
H 5.659 -2.511 -0.618 0.273
H -2.716 -5.421 -9.355 0.268
S 2.262 0.312 6.511 -0.176
H -2.157 7.621 1.805 0.355
C -0.288 2.859 1.086 0.010
C -2.115 1.081 -1.392 0.421
H -5.183 1.349 -3.798 0.430
H -1.416 -5.437 -8.146 0.316
H -4.971 0.504 -2.275 0.357
C 3.283 0.151 5.252 -0.087
N 3.484 -1.152 4.715 0.346
H -0.926 5.685 2.081 0.063
C -4.498 0.679 -3.255 -0.903
O -4.646 -2.911 -5.688 -0.489
H 2.058 -2.263 2.659 0.119
O 1.150 4.557 -0.281 -0.554
N -1.959 -0.457 0.516 -0.642
C 6.582 -3.825 0.823 -0.745
H -3.944 -2.930 -8.409 0.274
H 7.448 -1.466 1.308 0.284
C 3.027 2.321 3.352 -0.078
H 3.363 -0.226 2.843 0.029
H -3.712 3.526 -3.880 0.371
C 2.071 3.339 4.030 -1.043
B -0.054 4.212 0.260 0.577
H 5.918 -2.630 4.127 0.242
H -2.146 -0.026 5.191 0.307
C 5.253 -2.995 4.925 -1.181
C -1.705 5.522 1.320 0.250
H -6.798 -1.882 -4.489 0.211
C -0.831 0.471 2.433 0.676
H -4.437 -0.263 -3.818 0.120
H -2.454 7.218 0.105 0.316
H 6.523 -4.723 0.205 0.364
H 4.893 -1.041 3.057 0.449
H -4.685 -3.760 -5.236 0.285
H 3.665 2.786 2.584 0.476
C -2.338 -0.162 -0.692 -0.051
H 4.035 -2.156 6.465 0.392
H -2.409 4.763 1.709 0.219
C -2.337 -4.937 -8.453 -0.918
C -5.918 -2.683 -6.287 -0.265
C -2.098 -3.460 -8.704 -0.211
H -1.364 -3.322 -9.498 0.301
C -0.145 1.495 3.026 0.839
H -2.361 -1.795 -1.632 0.339
O -3.032 -1.138 -1.392 -0.440
H 1.714 2.882 4.961 0.268
H -3.246 3.559 -2.182 0.221
H -1.725 -2.970 -7.799 0.244
C 3.147 -2.306 2.494 -1.037
O 6.636 -1.417 0.793 -0.481
H -3.579 6.678 1.354 0.295
H -6.107 -3.472 -7.024 0.353
H 2.460 1.531 2.842 -0.004
C 4.547 -1.782 5.560 -0.407
H 7.491 -3.876 1.428 0.321
C 6.575 -2.574 -0.031 -0.325
O -3.298 -2.816 -9.115 -0.533
P -2.762 1.358 -3.103 0.034
C -1.010 1.817 0.435 -0.316
H -3.234 -0.195 3.988 0.307
O 0.025 -1.474 4.426 -0.371
F 0.215 1.278 4.316 -0.431
C -2.922 3.215 -3.184 -0.934
C 0.169 2.735 2.375 0.008
C -1.288 0.604 1.078 0.529
H 5.738 -3.815 1.515 0.018
P -1.218 -1.113 3.388 0.137
H 1.159 5.517 -0.410 0.326
C -2.512 6.826 1.131 -1.309
H 5.269 -1.033 5.938 0.375
H -1.956 3.697 -3.372 0.299
H 3.562 -3.287 2.744 0.230
H -5.878 -1.727 -6.809 0.339
H 0.841 -0.989 4.239 0.199
N -2.499 -0.688 4.492 -0.670
H 1.376 4.590 2.420 0.161
H 0.211 4.381 3.728 0.423
H 3.274 -2.056 1.425 0.318
```

Properties
Spin multiplicity: 1
LUMO level in eV: -0.31
Orbital gap in eV: 7.477
Net charge: 0
SMILES: CCOB(O)c1c(CCCSC(=S)N(CC)CC)c(F)c(P(N)O)c2nc(O)c(P(C)C)nc12.CCO.CCO.CCO
Energy relative to the best compared isomer or geometry (same formula, charge and spin) in kJ/mol: 132.2



Computed, not measured: an isolated ion of composition C26H50ClFINO2P and charge -1, with the ωB97M-V functional and the def2-TZVPD basis.

Structure (XYZ):
```
83
Properties=species:S:1:pos:R:3:mulliken_charge:R:1
N -0.961 4.082 0.928 0.548
C -2.997 -0.684 2.369 -0.722
P -1.024 2.536 1.902 1.212
H -2.948 -1.088 -3.181 0.446
H -1.684 3.093 4.240 0.535
C 0.359 3.719 4.168 -0.004
H -2.040 2.005 -0.223 0.335
H -3.786 -3.457 -2.137 0.365
H 2.460 0.906 -0.335 0.578
H 3.501 0.745 -2.394 0.353
H -2.250 -1.150 1.725 -0.072
H 0.939 2.821 4.374 0.225
H -1.440 0.528 0.394 0.138
C -2.106 4.833 0.583 0.476
H -3.027 0.851 3.959 0.282
H 1.562 -5.607 -0.385 0.471
C 3.905 -1.372 -2.097 -0.895
I 0.502 -0.567 2.467 0.047
H 3.019 -4.490 0.996 0.525
C 0.004 1.661 -0.740 -0.288
C 1.609 -3.433 -0.317 1.244
H -1.861 -5.533 -1.227 0.353
H -0.010 -0.548 -0.705 -0.145
C 0.860 -4.772 -0.455 -0.942
H -1.379 4.564 3.382 0.393
C -0.989 3.555 3.519 -1.255
C 2.059 0.049 -0.884 0.602
O 1.041 5.185 1.384 -0.537
C 0.551 0.264 -1.176 -0.209
H 5.543 -1.728 -0.753 0.447
H -3.634 -3.126 -3.874 0.370
C -1.166 1.578 0.263 -0.994
H 4.776 -1.107 -2.706 0.486
C -2.404 -1.857 -2.626 -0.587
H 1.003 -2.640 0.128 -0.736
C -2.029 -4.333 -3.056 -0.790
C -3.080 -3.221 -2.936 -0.843
H 0.476 -4.081 -2.516 0.318
H -1.274 -4.012 -3.778 0.365
H -1.375 -1.822 -2.988 0.120
H 1.934 5.038 4.391 0.221
F 0.658 2.408 1.913 -0.587
H 0.143 -4.861 0.366 0.446
H 5.035 -3.748 0.086 0.426
C -2.326 0.228 3.406 -0.833
H 2.901 -2.740 1.269 0.251
H 0.210 6.057 -1.017 0.384
H -3.823 5.076 -0.697 0.355
C 0.508 5.010 -0.875 -1.413
H 2.261 -0.314 -2.976 0.259
H -3.564 -1.484 2.853 0.463
H -0.603 1.221 3.981 0.648
H 3.446 -2.201 -2.635 0.409
C 2.941 -0.156 -2.131 -1.116
H -2.295 5.412 -1.485 0.303
H 1.878 -3.097 -1.320 -0.243
H 0.328 5.652 5.096 0.274
H -0.388 2.089 -1.671 -0.005
C -1.396 -4.653 -1.674 -0.406
H 1.559 4.908 -1.129 0.355
O -2.496 5.718 1.260 -0.554
C 4.453 -1.801 -0.710 -0.702
H -2.483 -1.604 -1.571 0.040
C 0.131 -4.843 -1.817 -0.650
H -3.718 -0.139 1.755 0.208
C -1.017 0.931 3.017 -0.815
H -2.481 -5.263 -3.419 0.418
H 4.138 -1.175 0.123 0.519
C 0.878 4.864 4.588 -0.825
H 4.013 -3.859 -1.337 0.378
C 2.940 -3.518 0.501 -0.900
H 0.389 0.142 -2.252 0.441
H -1.592 -3.799 -1.018 0.155
H -2.770 3.736 -1.220 0.270
H 2.125 -0.774 -0.173 -0.885
H -0.152 4.425 -1.515 0.264
C 4.171 -3.298 -0.412 -1.031
H 0.282 -5.827 -2.276 0.325
H -2.012 -0.488 4.186 0.566
Cl -3.238 2.646 1.877 -0.342
C -2.794 4.738 -0.783 -1.262
C 0.252 4.726 0.633 0.544
H 0.867 2.271 -0.476 0.432
```

Properties
Spin multiplicity: 1
LUMO level in eV: 2.59
Orbital gap in eV: 7.649
Net charge: -1



Question: What is the net charge in the third record?
Answer: +1



Question: Among the records above, which one has the highest net charge?
Answer: C26H49GeN8O3STi



Question: spin multiplicity of number 2 (C26H49N3O7S2)?
Answer: 1



Question: Among the records above, which one has the lowest net charge?
Answer: C26H50ClFINO2P